{
  "formula": "CH2ClNO2",
  "method": "ωB97M-V/def2-TZVPD",
  "relative_energy_ev": 6.749,
  "e_lumo_ev": [-2.149, -1.083],
  "mol_weight_g_mol": 95.48,
  "e_homo_ev": [-11.3, -10.1],
  "elements": ["C", "N", "O", "O", "Cl", "H", "H"],
  "positions_angstrom": [[0.899588, -0.389359, -0.277795], [1.561473, 0.000859, 0.918114], [2.321521, 0.942884, 0.890516], [1.297137, -0.679186, 1.893538], [1.611177, 0.026993, -1.742404], [0.256877, -1.254937, -0.217347], [-0.730598, 1.350943, -0.017954]],
  "forces_ev_per_a": [[-0.5, 0.3, -0.7], [0.2, 0.1, 0.2], [0.2, 0.2, 0.0], [-0.2, -0.2, 0.3], [-0.1, -0.1, 0.2], [0.0, 0.1, 0.1], [0.3, -0.5, 0.0]]
}

=====

{
  "formula": "CH2ClNO2",
  "method": "ωB97M-V/def2-TZVPD",
  "relative_energy_ev": 4.644,
  "e_lumo_ev": [-0.972, -1.907],
  "mol_weight_g_mol": 95.48,
  "e_homo_ev": [-10.1, -9.3],
  "elements": ["C", "N", "O", "O", "Cl", "H", "H"],
  "positions_angstrom": [[-0.925209, 0.082981, 0.007933], [2.744439, -1.146474, 0.042120], [0.309730, -0.081153, 0.543175], [1.990733, -0.489235, -0.447076], [-1.220877, 2.012573, 0.183960], [-1.093821, -0.138619, -1.043467], [-1.804994, -0.240071, 0.713353]],
  "forces_ev_per_a": [[-0.1, 1.8, 2.6], [-0.4, 0.1, 0.3], [-2.0, -1.0, 0.2], [0.8, -0.1, -1.1], [-0.3, -0.8, -0.6], [0.2, -0.1, 0.0], [1.8, 0.0, -1.4]]
}

=====

Please write out number 2 again, unchanged.
{
  "formula": "CH2ClNO2",
  "method": "ωB97M-V/def2-TZVPD",
  "relative_energy_ev": 4.644,
  "e_lumo_ev": [-0.972, -1.907],
  "mol_weight_g_mol": 95.48,
  "e_homo_ev": [-10.1, -9.3],
  "elements": ["C", "N", "O", "O", "Cl", "H", "H"],
  "positions_angstrom": [[-0.925209, 0.082981, 0.007933], [2.744439, -1.146474, 0.042120], [0.309730, -0.081153, 0.543175], [1.990733, -0.489235, -0.447076], [-1.220877, 2.012573, 0.183960], [-1.093821, -0.138619, -1.043467], [-1.804994, -0.240071, 0.713353]],
  "forces_ev_per_a": [[-0.1, 1.8, 2.6], [-0.4, 0.1, 0.3], [-2.0, -1.0, 0.2], [0.8, -0.1, -1.1], [-0.3, -0.8, -0.6], [0.2, -0.1, 0.0], [1.8, 0.0, -1.4]]
}